1.
C8H15BrFN4 | ωB97M-V/def2-TZVPD

```
29
Properties=species:S:1:pos:R:3:lowdin_charge:R:1
H -1.6375 -0.0723 -2.1404 0.13
H -1.9184 -2.1210 -0.9758 0.22
H -4.1853 1.2555 -1.6476 0.09
H 1.8298 1.5546 1.1477 0.09
H 2.4129 -0.8133 2.4325 0.08
H 3.6287 0.8317 1.2720 0.11
C 2.7152 -1.2934 1.5047 -0.04
N -1.5440 2.1652 -0.0679 0.09
H -4.3342 0.8763 0.1820 0.10
C -3.7780 1.4060 -0.6331 -0.03
H 0.6160 -2.1623 -0.8394 0.17
C 2.6819 1.0179 0.6525 -0.08
N -0.3173 1.9345 -0.1424 0.04
H 3.0257 1.5931 -0.2241 0.07
C -1.5079 0.1390 -1.0987 -0.20
C 2.1929 -0.3812 0.3160 -0.37
H 3.7856 -1.3057 1.4702 0.08
N -2.3449 1.1943 -0.5278 -0.15
C -0.0881 -1.6909 -0.1265 -0.01
N -1.5427 -1.2553 -0.4560 0.15
C 0.6451 -0.4075 0.2869 -0.41
H -0.1379 -2.2968 0.6897 0.10
H -2.1304 -1.1897 0.3703 0.18
Br 0.9784 0.8360 -2.4082 0.85
H -3.8647 2.5579 -0.5991 0.13
F 0.1512 -0.0132 1.5240 0.04
H 2.1849 -2.3071 1.4687 0.10
C -0.0783 0.6657 -0.7430 -0.66
H 2.5614 -0.7182 -0.6871 0.12
```

Calculated values
gap between HOMO and LUMO: 9.818 eV
charge: +1
SMILES: CC(C)[C@]1(F)C[NH2+][C@H]2N(C)N=N[C@]21Br
HOMO: -0.4988 Ha

---

2.
C8H15BrN3O | ωB97M-V/def2-TZVPD

```
28
Properties=species:S:1:pos:R:3:lowdin_charge:R:1
N -0.5251 1.5704 0.5149 -0.07
H 2.6445 0.3028 0.6129 0.15
H -1.2488 2.0692 1.0247 0.16
H 0.3675 0.9048 -2.5004 0.09
H 1.0610 2.3335 1.4972 0.15
C 1.5251 0.2020 0.7156 -0.08
H 0.1837 3.1532 -0.5072 0.16
H -1.1847 2.2430 -1.2690 0.10
C -0.3744 -0.7178 -0.5767 -0.12
H 1.7999 1.5154 -1.8166 0.15
O -0.0238 -2.6451 0.9663 0.03
H -0.9933 -0.8501 -1.4038 0.09
H -0.9495 -1.5571 1.8261 0.14
C -0.2250 -2.2297 -0.1680 -0.41
N -1.1362 -0.4873 1.7207 0.06
Br -3.1256 0.4108 -0.2204 0.71
H -0.3319 -4.1764 -0.8269 0.12
H 1.4897 -0.8056 1.3251 0.16
C -0.1770 2.1460 -0.8772 -0.03
C 0.6410 1.3105 1.3754 -0.10
H -1.6294 0.0256 2.4178 0.11
C -1.2222 0.1347 0.5061 -0.70
C 0.7667 1.1629 -1.6085 -0.08
H 0.3829 1.0021 2.3123 0.09
N -0.2702 -3.2291 -1.1212 0.20
H 1.7039 -0.6526 -1.1395 0.11
C 1.0768 -0.0239 -0.6920 -0.24
H -0.2255 -3.1123 -2.0878 0.09
```

Calculated values
gap between HOMO and LUMO: 10.548 eV
charge: +1
SMILES: NC(=O)[C@@H]1[C@H]2CC[N@H+](CC2)[C@@]1(N)Br
energy above the lowest of the compared OMol25 structures with the same formula, charge and spin: 0.781 eV
HOMO: -0.4938 Ha

---

3.
C8H15BrSi | ωB97M-V/def2-TZVPD

```
25
Properties=species:S:1:pos:R:3:lowdin_charge:R:1
H -0.6896 4.2397 0.2505 0.06
C 1.6451 -2.7403 0.7869 -0.14
H 0.9594 -0.7785 -4.1409 -0.01
C 0.5043 -1.6565 0.7675 -0.56
C -0.8503 2.2450 -0.2945 -0.26
H -2.5564 0.6624 -0.1126 0.12
C 1.1233 -0.5609 -3.1650 0.05
H 0.4114 -1.3383 1.8783 0.12
Si 1.0035 -0.0736 -0.1698 0.34
C 1.0857 -0.4174 -1.9679 -0.26
H -2.8808 2.4520 -0.0539 0.04
H -0.7078 2.3132 -1.4212 0.10
H -0.2401 3.1812 1.5935 0.05
H 1.6288 -3.5204 -0.0184 0.09
H 2.5857 -2.1593 1.0347 0.04
H -1.4272 -1.4870 -0.3205 0.07
H -0.4563 -3.0036 -0.5589 0.07
C -2.1468 1.7634 0.1714 -0.18
Br 2.9696 0.6190 0.7436 0.29
H -1.2223 -2.9511 0.8813 0.06
H 0.9163 3.5892 0.3837 0.10
C -0.7945 -2.2672 0.1889 -0.14
C -0.2062 3.3425 0.5491 -0.15
H 1.4917 -3.2128 1.7284 0.05
H -2.1468 1.7597 1.2657 0.07
```

Calculated values
gap between HOMO and LUMO (alpha / beta): 7.540 / 7.408 eV
energy above the lowest of the compared OMol25 structures with the same formula, charge and spin: 3.070 eV
HOMO (alpha / beta): -0.2707 / -0.2792 Ha

---

4.
C8H15F3NO2 | ωB97M-V/def2-TZVPD

```
29
Properties=species:S:1:pos:R:3:lowdin_charge:R:1
C 0.5885 0.9953 -3.2000 -0.57
C -0.8138 -0.2696 -1.4682 -0.08
H -0.3338 0.3895 -0.7624 0.12
C 0.8487 0.7184 2.1820 -0.43
H -0.9701 -2.2542 -0.8645 0.18
H 1.6052 -1.7412 1.4975 0.15
H -0.0867 -2.0829 -2.2202 0.18
H -1.5397 0.8761 -3.1070 0.14
O 1.0198 0.1339 0.9196 -0.05
F 0.3139 2.2361 -3.6658 0.15
F 1.3635 1.1226 -2.1003 0.13
H -0.1052 2.5852 3.5615 0.08
H -1.2312 0.5161 1.9120 0.11
H -0.7745 -0.5855 -3.6121 0.13
C -0.7034 0.2283 -2.9002 -0.02
N -0.2665 -1.6689 -1.3080 0.09
O 1.7722 1.2783 2.7069 0.18
C 0.8317 -1.2621 0.9031 -0.18
H -0.5823 -0.2637 3.3568 0.13
F 1.3204 0.3422 -4.1353 0.13
H 1.2787 -2.8009 -0.4594 0.14
H 1.7957 -1.2393 -1.0127 0.15
H -1.8172 2.2953 3.2144 0.08
H -0.1267 -1.5648 1.3270 0.13
C -0.9035 1.8623 3.5899 -0.06
C -0.5483 0.6317 2.7468 -0.14
H -1.0685 1.5875 4.6188 0.08
H -1.8630 -0.3093 -1.2155 0.14
C 0.9964 -1.7564 -0.5046 -0.07
```

Calculated values
gap between HOMO and LUMO: 10.218 eV
charge: +1
SMILES: CCC(=O)OCC[NH2+]CCC(F)(F)F
energy above the lowest of the compared OMol25 structures with the same formula, charge and spin: 0.000 eV
HOMO: -0.5075 Ha

---

5.
C8H15FNO5S2 | ωB97M-V/def2-TZVPD

```
32
Properties=species:S:1:pos:R:3:lowdin_charge:R:1
H -1.0054 -2.0556 -0.8152 0.15
C -0.7213 -0.8321 0.9193 -0.56
O -2.0478 -0.3080 -0.9803 -0.02
S -4.2420 0.7936 0.1031 0.69
C 1.6845 1.5346 -0.4435 -0.14
H 0.0967 -0.8358 -2.4585 0.14
C -2.4735 0.4280 0.0898 -0.33
H 2.8744 1.0739 1.2741 0.14
H -2.2724 -0.0484 2.1851 0.19
H 2.4154 2.1026 -1.0168 0.13
O 5.6218 -0.7497 -0.1793 0.14
O -4.6093 1.6080 -0.9834 -0.16
O 3.6030 0.1335 -0.4240 -0.02
F -4.7067 -0.6653 -0.1635 -0.09
H 4.1332 -1.1739 1.0811 0.15
S -0.2816 -2.2778 1.8906 0.89
H -1.9057 1.3559 0.2005 0.17
H 1.9511 -0.3151 0.7210 0.08
C 0.3660 -0.5429 -1.4423 -0.11
H -2.7088 -1.3290 1.1633 0.18
H 1.0221 -2.2855 1.5970 -0.11
H -0.2971 1.4917 -1.3383 0.10
C 4.5124 -0.6328 0.2018 -0.36
N -2.1532 -0.4725 1.2635 0.11
O -4.4957 1.0956 1.4667 -0.21
H 1.2429 -1.1410 -1.1937 0.13
C 2.5005 0.5674 0.3829 -0.21
H -0.1320 0.0345 1.2090 0.12
C 0.6493 0.9636 -1.4561 -0.14
H 1.2107 2.2620 0.2161 0.11
C -0.8184 -1.0004 -0.6142 -0.27
H 0.9869 1.2205 -2.4560 0.12
```

Calculated values
gap between HOMO and LUMO: 9.671 eV
charge: +1
SMILES: O=COCCCC[C@@H]1O[C@@H](S(=O)(=O)F)[NH2+][C@H]1S
HOMO: -0.4907 Ha

---

6.
C8H15InN2O5 | ωB97M-V/def2-TZVPD

```
31
Properties=species:S:1:pos:R:3:lowdin_charge:R:1
N 0.9146 0.0226 0.2081 0.05
O -0.8247 -2.6548 -1.3725 0.20
C -1.4020 -0.1196 0.8783 -0.04
H 1.2144 0.3698 -0.7186 0.14
H 1.6857 -2.0310 0.6483 0.14
H -3.0186 -0.0482 -0.8116 0.18
H -1.4573 1.8454 -1.7553 0.11
C -1.7823 -3.1223 -0.4212 -0.44
H -1.9678 -0.9611 1.4425 0.17
H -1.3100 2.6563 -0.0580 -0.12
H 3.5285 -1.1326 -0.9033 0.12
O -0.5873 -0.5530 -2.2413 0.19
C 3.4446 -0.6534 0.1441 -0.20
C -2.4898 0.6346 -0.0407 -0.30
H -1.0037 0.5815 1.7121 0.17
H -2.9253 2.6207 -0.9594 0.06
H -3.0938 1.4560 1.6470 0.12
O -1.3853 -3.6566 0.6660 0.25
H 3.1542 1.4417 -0.7370 0.07
O -3.5658 1.0515 0.8709 -0.03
C -0.5632 -1.2365 -1.1825 -0.28
N -0.2426 -0.7295 0.1600 -0.03
H 3.4757 1.4548 1.0737 0.09
H 2.1055 -0.7729 1.9270 0.15
C -1.9665 1.9963 -0.7418 -0.17
H 4.8849 1.0729 -0.1789 0.10
H 4.2584 -1.1703 0.7844 0.14
In -1.6852 4.6493 -0.2385 1.19
O -3.1536 -3.0313 -0.6808 0.22
C 3.7842 0.9388 0.0945 -0.11
C 1.9739 -0.9191 0.7842 -0.13
```

Calculated values
gap between HOMO and LUMO: 3.555 eV
charge: +2
HOMO: -0.6118 Ha